# 1
Entry from the Open Molecules 2025 dataset: 6 unconnected molecules or ions with the total composition C47H110NO6P2 in a non-equilibrium geometry (the ωB97M-V functional and the def2-TZVPD basis).

```
166
Properties=species:S:1:pos:R:3:mulliken_charge:R:1
C -4.362 0.608 0.245 0.05
C -4.233 0.413 -1.410 -0.24
C -3.831 -1.143 -1.754 -0.48
O -2.415 -1.343 -2.100 -0.36
P -1.553 -2.216 -0.850 0.99
C -0.747 -3.103 0.677 -0.52
C -1.515 -4.488 1.103 -0.68
C -2.613 -4.112 2.263 0.59
N -4.006 -4.724 2.008 -0.84
C -0.147 -0.917 -0.738 -0.41
C -0.545 0.551 -1.426 0.94
C 0.597 1.718 -1.075 0.02
O 0.419 2.273 0.278 -0.14
C -0.684 3.244 0.342 0.66
C -1.102 3.837 1.846 -0.91
O -1.424 3.673 -0.686 -0.63
C -0.617 -3.330 -2.080 -1.10
C 0.012 -2.582 -3.390 -0.23
P 1.951 -2.735 -3.501 0.84
O 2.570 -3.081 -2.053 -0.71
O 2.582 -1.178 -3.935 -0.26
C 3.304 -1.179 -5.212 -0.16
C 4.489 -0.007 -5.059 -0.61
O 2.260 -4.020 -4.629 -0.39
C 3.102 -5.077 -4.035 -0.23
C 4.686 -4.689 -3.871 -0.54
H -4.590 -0.423 0.797 -0.41
H -5.200 1.408 0.529 0.31
H -3.325 0.975 0.660 -0.09
H -5.289 0.686 -1.887 0.38
H -3.471 1.201 -1.877 0.10
H -4.229 -1.805 -0.876 0.13
H -4.454 -1.451 -2.722 0.21
H -2.593 -3.243 -0.801 0.01
H -2.286 -1.409 0.120 -0.31
H 0.410 -3.257 0.557 0.52
H -0.876 -2.344 1.588 -0.26
H -0.718 -5.208 1.605 0.26
H -1.968 -5.096 0.192 0.35
H -2.191 -4.513 3.296 -0.37
H -2.799 -2.963 2.409 0.17
H -4.481 -4.904 2.938 0.30
H -4.556 -3.909 1.611 0.26
H 0.910 -1.309 -1.079 0.17
H -0.027 -0.672 0.424 -0.36
H -1.532 0.893 -0.899 -0.88
H -0.611 0.512 -2.593 0.27
H 0.551 2.513 -1.941 -0.37
H 1.640 1.190 -1.147 0.32
H -0.216 4.509 2.230 0.28
H -2.064 4.534 1.787 0.28
H -1.349 2.937 2.580 0.23
H 0.186 -3.979 -1.488 0.25
H -1.408 -4.128 -2.482 0.26
H -0.206 -1.438 -3.478 -0.01
H -0.424 -3.121 -4.358 0.43
H 3.882 -2.163 -5.467 0.17
H 2.619 -0.785 -6.107 0.20
H 4.250 0.612 -4.069 0.21
H 5.488 -0.606 -4.798 -0.01
H 4.594 0.662 -6.014 0.30
H 3.061 -5.998 -4.793 0.31
H 2.677 -5.508 -3.014 0.23
H 5.040 -4.674 -2.731 0.22
H 5.416 -5.469 -4.403 0.28
H 4.987 -3.638 -4.306 0.01
C 9.109 -0.761 -5.567 -1.08
C 9.685 0.609 -5.243 -0.39
C 8.673 1.743 -5.436 -0.70
C 8.164 1.923 -6.871 -0.50
C 9.250 2.171 -7.920 -0.45
C 10.026 3.458 -7.678 -1.19
H 8.799 -0.832 -6.613 0.27
H 9.861 -1.537 -5.391 0.37
H 8.243 -0.978 -4.935 0.21
H 10.580 0.785 -5.848 0.25
H 10.016 0.612 -4.197 0.35
H 9.125 2.680 -5.087 0.32
H 7.811 1.565 -4.782 0.34
H 7.458 2.764 -6.883 0.37
H 7.584 1.041 -7.167 0.25
H 8.776 2.231 -8.907 0.36
H 9.944 1.326 -7.963 0.26
H 9.356 4.323 -7.681 0.29
H 10.772 3.602 -8.466 0.37
H 10.557 3.436 -6.721 0.28
C -6.725 -0.566 3.181 -1.19
C -7.210 -1.508 2.090 0.35
C -8.473 -1.006 1.386 -0.87
C -9.708 -0.867 2.283 -0.76
C -10.134 -2.148 3.006 -0.34
C -10.539 -3.261 2.051 -1.18
H -7.467 -0.450 3.976 0.44
H -5.809 -0.956 3.637 0.26
H -6.504 0.424 2.769 0.22
H -7.375 -2.505 2.511 0.35
H -6.414 -1.618 1.343 -0.22
H -8.701 -1.680 0.550 0.35
H -8.263 -0.030 0.932 0.36
H -10.544 -0.511 1.668 0.39
H -9.532 -0.085 3.030 0.30
H -10.987 -1.916 3.654 0.38
H -9.335 -2.501 3.665 0.23
H -11.372 -2.945 1.416 0.29
H -10.858 -4.143 2.615 0.37
H -9.709 -3.563 1.406 0.28
C -1.750 -2.738 5.356 -0.73
C -1.434 -3.928 6.249 -0.31
C -2.357 -4.021 7.467 -0.87
C -2.273 -2.839 8.440 -0.76
C -0.880 -2.566 9.012 0.17
C -0.343 -3.721 9.844 -1.28
H -1.620 -1.790 5.884 0.23
H -1.080 -2.729 4.489 0.12
H -2.779 -2.790 4.989 0.30
H -0.386 -3.885 6.563 0.21
H -1.540 -4.847 5.659 0.33
H -2.137 -4.954 8.003 0.36
H -3.394 -4.113 7.122 0.35
H -2.968 -3.025 9.269 0.41
H -2.634 -1.931 7.944 0.32
H -0.931 -1.673 9.647 0.42
H -0.174 -2.331 8.209 -0.22
H -1.010 -3.940 10.683 0.29
H 0.642 -3.468 10.250 0.39
H -0.230 -4.631 9.247 0.30
C 2.828 3.173 3.650 -1.07
C 3.536 1.852 3.906 -0.53
C 2.803 0.653 3.298 -0.75
C 1.399 0.396 3.859 0.35
C 1.333 0.181 5.374 -0.46
C 2.106 -1.047 5.832 -1.23
H 1.831 3.192 4.100 0.25
H 3.402 3.999 4.083 0.43
H 2.725 3.356 2.576 0.21
H 3.676 1.711 4.983 0.26
H 4.541 1.903 3.470 0.39
H 3.422 -0.243 3.434 0.37
H 2.721 0.798 2.215 0.32
H 0.983 -0.486 3.356 0.10
H 0.740 1.230 3.594 -0.21
H 0.283 0.061 5.664 0.29
H 1.700 1.065 5.904 0.36
H 1.722 -1.951 5.351 0.19
H 2.008 -1.171 6.915 0.32
H 3.173 -0.962 5.605 0.43
C 0.174 9.541 -2.866 -1.18
C 0.199 8.634 -4.086 -0.33
C -1.079 7.804 -4.238 -0.80
C -1.358 6.822 -3.095 -0.80
C -0.247 5.803 -2.827 0.59
C 0.005 4.877 -4.007 -1.31
H 0.095 8.970 -1.938 0.28
H 1.097 10.130 -2.815 0.37
H -0.669 10.237 -2.916 0.29
H 1.078 7.983 -4.043 0.24
H 0.321 9.254 -4.982 0.38
H -1.031 7.256 -5.188 0.30
H -1.935 8.483 -4.329 0.40
H -2.288 6.284 -3.321 0.42
H -1.552 7.380 -2.172 0.30
H -0.532 5.195 -1.960 -0.37
H 0.683 6.311 -2.552 0.25
H -0.901 4.321 -4.267 0.26
H 0.788 4.154 -3.758 0.31
H 0.336 5.430 -4.892 0.40
```

Calculated values
Highest occupied orbital energy in eV: -4.1906
Electronic energy in eV: -82869.1525
LUMO level in eV: 2.2
Charge: -1
Multiplicity: 1



# 2
Entry from the Open Molecules 2025 dataset: a gas-phase ion, NO4S (charge -1) in a non-equilibrium geometry (the ωB97M-V functional and the def2-TZVPD basis).

```
6
Properties=species:S:1:pos:R:3:mulliken_charge:R:1
N -0.668 -0.483 -0.436 0.67
O 0.790 1.782 -0.190 -0.54
O -1.849 -0.777 -0.192 -0.61
O 0.028 -1.142 -1.178 -0.53
O 1.393 -0.171 1.226 -0.57
S 0.306 0.791 0.771 0.58
```

Calculated values
Highest occupied orbital energy in eV: -4.6933
Electronic energy in eV: -20514.3313
LUMO level in eV: 4.0
Energy above the lowest of the compared OMol25 structures with the same formula, charge and spin in kJ/mol: 45.8
Charge: -1
Multiplicity: 1
SMILES: O=S(=O)=[N+]([O-])[O-]



# 3
Entry from the Open Molecules 2025 dataset: a molecular structure, C36H84N10O12Pt in a non-equilibrium geometry (the ωB97M-V functional and the def2-TZVPD basis).

```
143
Properties=species:S:1:pos:R:3:mulliken_spin:R:1
Pt 20.965 6.644 19.595 1.62
C 17.763 5.231 19.823 -0.02
C 18.853 4.303 20.278 0.06
C 19.126 3.229 19.215 -0.13
O 20.010 4.982 20.622 0.14
H 18.261 5.985 19.213 -0.01
H 17.448 5.850 20.663 -0.01
H 16.783 4.777 19.682 -0.02
H 18.600 3.821 21.223 0.02
H 20.095 2.766 19.398 0.01
H 18.896 3.492 18.182 0.12
H 18.363 2.528 19.555 -0.03
C 18.190 9.050 17.109 -0.48
C 18.694 9.217 18.527 0.13
C 17.409 9.066 19.501 -0.02
O 19.758 8.332 18.855 0.12
H 17.370 9.757 16.981 0.08
H 17.968 8.008 16.881 0.04
H 18.981 9.365 16.429 -0.01
H 19.049 10.247 18.573 0.03
H 17.899 8.936 20.466 -0.01
H 16.820 8.171 19.300 0.01
H 16.812 9.975 19.429 0.03
C 16.685 11.760 12.830 1.00
O 17.791 11.299 13.359 -0.37
N 15.503 11.885 13.371 -1.47
C 14.315 12.066 12.520 0.92
C 15.276 11.524 14.724 0.07
H 16.581 11.871 11.740 0.16
H 14.102 11.264 11.813 -0.33
H 14.671 12.728 11.731 0.15
H 13.467 12.564 12.990 -0.14
H 16.158 11.261 15.308 0.66
H 14.813 12.426 15.124 -0.16
H 14.603 10.674 14.837 -0.17
C 12.366 8.618 17.972 0.21
O 11.680 8.563 18.992 -0.06
N 13.421 7.801 17.739 -0.59
C 14.039 6.971 18.692 0.33
C 14.088 7.933 16.525 0.56
H 12.191 9.264 17.097 0.07
H 14.574 6.082 18.357 0.00
H 13.370 6.538 19.435 0.05
H 14.899 7.499 19.104 -0.17
H 13.761 8.891 16.123 0.24
H 15.150 8.112 16.695 0.03
H 13.834 7.146 15.815 -0.30
C 15.524 13.165 19.737 -0.01
O 15.337 13.964 20.593 -0.01
N 16.669 13.225 19.037 -0.03
C 16.801 12.499 17.840 -0.14
C 17.837 14.130 19.324 -0.01
H 14.822 12.354 19.485 0.05
H 17.769 12.013 17.960 0.04
H 16.822 13.017 16.881 0.00
H 16.009 11.754 17.766 0.14
H 17.962 14.928 18.592 0.00
H 17.701 14.577 20.309 0.00
H 18.747 13.545 19.456 0.00
C 20.998 8.220 14.650 0.08
O 22.202 8.322 14.843 0.00
N 20.507 8.050 13.421 -0.49
C 19.094 8.066 13.095 0.92
C 21.351 8.012 12.270 0.07
H 20.193 8.212 15.401 0.05
H 18.983 7.464 12.193 -0.22
H 18.686 9.076 13.080 -0.01
H 18.371 7.509 13.692 -0.09
H 20.923 8.767 11.611 -0.01
H 22.395 8.261 12.458 0.04
H 21.294 7.070 11.723 -0.02
C 21.307 13.796 21.793 0.02
O 21.400 14.347 20.659 -0.01
N 20.803 12.549 22.045 -0.04
C 20.590 11.914 23.374 0.01
C 20.270 11.673 20.969 0.00
H 21.488 14.365 22.718 0.01
H 20.038 10.982 23.251 0.02
H 19.968 12.592 23.960 -0.01
H 21.564 11.701 23.815 0.00
H 20.640 12.064 20.021 0.01
H 20.487 10.606 21.002 0.01
H 19.221 11.967 20.978 0.00
C 20.142 5.586 16.557 -0.19
O 20.926 5.918 17.469 0.14
N 20.360 4.336 16.039 -0.26
C 19.283 3.675 15.270 0.46
C 21.603 3.617 16.238 0.06
H 19.266 6.137 16.181 0.09
H 19.407 3.640 14.188 -0.11
H 18.265 4.040 15.404 -0.06
H 19.283 2.609 15.494 0.06
H 21.475 2.945 17.087 -0.02
H 21.848 3.052 15.338 0.00
H 22.445 4.278 16.440 0.02
C 23.403 8.513 17.892 0.03
O 22.628 7.843 18.486 0.01
N 24.649 8.699 18.309 -0.05
C 25.278 8.076 19.523 0.05
C 25.652 9.350 17.554 0.01
H 23.210 8.993 16.919 -0.01
H 24.728 7.551 20.305 -0.01
H 25.771 8.881 20.067 0.00
H 25.892 7.189 19.365 0.00
H 26.171 10.052 18.207 0.00
H 26.402 8.678 17.137 0.00
H 25.259 10.004 16.777 0.00
C 19.463 13.924 15.907 0.00
O 19.306 14.785 16.754 -0.02
N 20.402 13.006 16.060 -0.02
C 21.170 12.832 17.320 0.02
C 20.548 12.004 15.071 0.03
H 18.938 13.931 14.940 0.04
H 20.769 11.985 17.877 -0.01
H 21.328 13.705 17.954 0.00
H 22.174 12.454 17.129 0.01
H 20.269 11.071 15.562 -0.01
H 19.876 12.012 14.213 -0.01
H 21.581 11.835 14.767 0.00
C 20.900 8.088 22.295 -0.12
O 21.596 7.785 21.347 0.09
N 21.281 7.972 23.545 -0.08
C 20.352 8.410 24.630 0.03
C 22.539 7.346 23.893 0.09
H 19.866 8.420 22.115 0.02
H 19.470 8.786 24.110 0.05
H 20.799 9.120 25.325 -0.02
H 19.982 7.588 25.244 -0.01
H 22.308 6.727 24.760 0.00
H 22.925 6.755 23.063 0.00
H 23.307 8.120 23.903 -0.01
C 13.605 9.884 24.267 0.01
O 12.389 10.093 24.364 0.00
N 14.236 9.462 23.121 -0.01
C 15.756 9.468 23.075 0.02
C 13.522 8.954 21.944 -0.05
H 14.368 10.070 25.040 0.00
H 16.107 10.276 22.432 0.00
H 16.108 8.496 22.730 0.00
H 16.248 9.719 24.015 0.00
H 12.824 8.172 22.244 0.00
H 13.047 9.731 21.345 0.00
H 14.136 8.456 21.193 0.03
```

Calculated values
⟨S²⟩: 3.756
Highest occupied orbital energy (spin up / spin down) in eV: 0.3662 / -5.3781
Electronic energy in eV: -81402.4861
LUMO level (spin up / spin down) in eV: 1.5 / 1.4
Charge: -1
Multiplicity: 4



# 4
Entry from the Open Molecules 2025 dataset: 2 unconnected molecules or ions with the total composition C3H9NO2 in a non-equilibrium geometry (the ωB97M-V functional and the def2-TZVPD basis).

```
15
Properties=species:S:1:pos:R:3:mulliken_charge:R:1
C -2.265 -0.316 2.116 -0.65
C -0.988 -0.730 1.873 -0.06
O -0.502 -0.974 0.588 -0.40
H -2.894 -0.746 2.855 0.25
H -2.755 0.388 1.460 0.22
H -0.445 -1.404 2.500 0.33
H -0.621 -0.093 0.170 0.29
N 1.935 -0.511 -1.119 -0.55
C 1.504 0.810 -1.519 -0.16
O 0.108 1.159 -1.314 -0.57
H 1.169 -1.020 -0.857 0.25
H 2.248 -1.107 -1.866 0.30
H 1.981 1.718 -1.100 0.26
H 1.576 0.753 -2.629 0.19
H -0.053 2.073 -1.158 0.31
```

Calculated values
Highest occupied orbital energy in eV: -8.7641
Electronic energy in eV: -8839.2325
LUMO level in eV: 0.7
Energy above the lowest of the compared OMol25 structures with the same formula, charge and spin in kJ/mol: 359.2
Charge: 0
Multiplicity: 1
SMILES: C=CO.NCO



# 5
Entry from the Open Molecules 2025 dataset: a molecular structure, C7H19CdClNO3 in a non-equilibrium geometry (the ωB97M-V functional and the def2-TZVPD basis).

```
32
Properties=species:S:1:pos:R:3:mulliken_charge:R:1
Cd 2.949 -1.065 2.720 1.03
Cl 2.149 -2.088 0.651 -0.15
C -1.490 2.692 4.025 -0.74
O -1.395 2.250 2.691 -0.28
C -2.142 1.088 2.448 -0.66
C -1.733 0.467 1.112 -0.47
N -1.620 1.450 0.062 -0.18
C -1.421 0.843 -1.268 -1.01
C -0.035 0.211 -1.460 0.14
O 0.883 1.254 -1.510 -0.34
C 2.173 0.828 -1.942 -0.52
H -1.134 1.941 4.742 0.30
H -2.548 2.891 4.266 0.30
H -0.961 3.634 4.136 0.24
H -3.210 1.338 2.457 0.37
H -1.928 0.331 3.215 0.38
H -2.398 -0.398 0.944 0.36
H -0.779 -0.059 1.244 0.12
H -2.493 1.964 -0.024 0.26
H -1.576 1.622 -2.011 0.43
H -2.178 0.057 -1.416 0.42
H -0.132 -0.425 -2.350 0.35
H 0.075 -0.518 -0.639 -0.05
H 2.812 1.712 -1.921 0.26
H 2.127 0.499 -2.982 0.29
H 2.579 0.052 -1.290 0.16
C 2.444 -4.034 -2.814 -0.54
O 1.515 -2.932 -2.647 -0.38
H 1.907 -4.971 -2.653 0.27
H 2.674 -4.032 -3.880 0.22
H 3.324 -3.924 -2.188 0.25
H 1.565 -2.677 -1.719 0.20
```

Calculated values
Highest occupied orbital energy in eV: -11.0157
Electronic energy in eV: -32275.1055
LUMO level in eV: -9.1
Energy above the lowest of the compared OMol25 structures with the same formula, charge and spin in kJ/mol: 408.1
Charge: +1
Multiplicity: 1



# 6
Entry from the Open Molecules 2025 dataset: a molecular structure, C6H17N3 in a non-equilibrium geometry (the ωB97M-V functional and the def2-TZVPD basis).

```
26
Properties=species:S:1:pos:R:3:mulliken_charge:R:1
C 1.121 -0.913 0.018 -0.23
C -1.052 0.532 1.908 -1.06
C 0.658 2.160 1.432 -1.15
C 2.352 -0.370 -0.665 -1.11
N -0.016 0.956 0.974 0.27
H 1.256 -0.970 1.103 0.26
H 0.910 -1.945 -0.257 0.47
H -0.593 0.268 2.865 0.32
H 1.074 1.985 2.427 0.29
H -1.570 -0.334 1.512 0.30
H -1.797 1.322 2.069 0.32
H 1.463 2.422 0.745 0.36
H -0.028 3.016 1.501 0.35
H 2.238 -0.400 -1.746 0.30
H 3.230 -0.959 -0.379 0.39
H 2.539 0.664 -0.379 0.19
C -1.682 -1.902 -2.075 -0.86
N -1.427 -1.134 -0.864 -0.43
C -0.466 0.985 -0.441 -0.92
N -0.281 -0.307 -1.020 -0.05
H -1.311 -1.788 -0.086 0.24
H -2.529 -2.567 -1.893 0.36
H -0.822 -2.496 -2.408 0.28
H -1.952 -1.209 -2.870 0.27
H -1.515 1.304 -0.510 0.43
H 0.200 1.681 -0.961 0.43
```

Calculated values
Highest occupied orbital energy in eV: -8.1301
Electronic energy in eV: -10964.4295
LUMO level in eV: 1.0
Energy above the lowest of the compared OMol25 structures with the same formula, charge and spin in kJ/mol: 364.5
Charge: 0
Multiplicity: 1